Below is C28H32N2O6S in the gas phase in a non-equilibrium geometry, with properties calculated with ωB97M-V/def2-TZVPD.

Each line ends with the natural charge from an NBO analysis.
CARTESIAN COORDINATES (ANGSTROEM)
H1 1.01029 3.96931 -3.96967  0.33
N1 2.05376 3.83054 -4.05476  -0.59
C1 2.65580 4.61639 -3.07319  0.10
C2 1.81819 5.53094 -1.97578  -0.53
C3 0.69674 4.54630 -1.23842  0.04
C4 -0.93247 4.65987 -1.53217  -0.24
C5 -2.06783 3.68822 -0.85688  0.00
C6 -3.70615 3.78621 -1.16235  -0.10
O1 -4.16583 2.46850 -1.65869  -0.54
C7 -5.00221 1.77280 -0.66708  -0.08
C8 -5.70976 0.42006 -1.34705  -0.09
O2 -4.61985 -0.51849 -1.72680  -0.57
C9 -5.03399 -1.92421 -1.51928  -0.08
C10 -3.97330 -3.01374 -2.21265  -0.65
C11 -1.57566 2.52195 0.18704  -0.21
C12 0.04435 2.36198 0.49098  -0.07
C13 1.19905 3.36373 -0.18901  -0.12
C14 2.80773 3.09876 0.18787  0.53
O3 3.71573 4.06766 0.32684  -0.53
C15 3.19617 1.47801 0.33554  -0.09
C16 4.64358 0.90948 -0.18262  -0.16
C17 4.87426 -0.73929 -0.02114  -0.15
S1 6.55289 -1.36420 -0.65053  0.00
C18 3.71125 -1.74416 0.63856  0.06
C19 4.02723 -3.36357 0.69810  -0.47
C20 3.87637 -4.03407 2.18604  -0.42
C21 2.69919 -5.22085 2.16987  -0.63
C22 2.25023 -1.13877 1.18512  0.18
N2 1.28143 -2.13636 1.73618  -0.61
C23 0.95765 -1.98211 3.18974  0.71
C24 -0.54884 -2.43441 3.72322  -0.73
O4 1.80648 -1.53920 4.14932  -0.57
C25 0.11276 -2.45056 0.85264  0.71
C26 -1.07720 -1.44070 0.35319  -0.74
O5 -0.00722 -3.74616 0.44661  -0.53
C27 2.04482 0.47720 1.02248  -0.10
C28 0.67533 1.21027 1.52775  0.52
O6 0.03306 1.04327 2.68142  -0.53
H2 3.84222 4.55836 -3.04611  0.21
H3 1.32557 6.47879 -2.46852  0.25
H4 2.61809 5.89580 -1.17998  0.27
H5 -1.29810 5.50942 -2.27843  0.24
H6 -3.86393 4.60423 -2.01740  0.21
H7 -4.25613 4.09267 -0.16986  0.21
H8 -5.84676 2.45155 -0.18951  0.18
H9 -4.38508 1.34628 0.26014  0.17
H10 -6.29987 -0.09260 -0.44680  0.18
H11 -6.41368 0.68487 -2.25288  0.20
H12 -6.08602 -2.06871 -2.04697  0.18
H13 -5.05925 -2.21022 -0.37498  0.18
H14 -4.54431 -3.97291 -2.58435  0.22
H15 -3.18969 -3.38344 -1.40658  0.21
H16 -3.40404 -2.54782 -3.13941  0.23
H17 -2.30453 1.77058 0.75934  0.25
H18 5.45245 1.62472 -0.63830  0.27
H19 6.36439 -2.61753 -1.27376  0.16
H20 3.24104 -3.86474 -0.04771  0.24
H21 5.08393 -3.66570 0.28932  0.24
H22 3.55357 -3.25933 3.03041  0.25
H23 4.87040 -4.59241 2.46521  0.22
H24 1.73915 -4.84588 2.77031  0.21
H25 2.32134 -5.47783 1.09269  0.22
H26 3.08867 -6.22856 2.64737  0.21
H27 -0.64904 -2.36510 4.88774  0.27
H28 -1.34199 -1.67366 3.27198  0.24
H29 -0.81411 -3.49185 3.27517  0.25
H30 -1.44787 -0.75546 1.22632  0.25
H31 -0.60325 -0.74006 -0.48923  0.26
H32 -1.96940 -2.01699 -0.17559  0.27

Total energy (eV): -55627.78752
Relative energy (zero: lowest compared OMol25 entry of this formula, charge and spin) (kcal per mole): 535.4
Spin multiplicity: 1